This record from the OMol25 dataset describes a structure of composition C28H30MnNOTe in a non-equilibrium geometry. The level of theory is the ωB97M-V functional and the def2-TZVPD basis.

Kohn-Sham gap (alpha / beta) (eV): 6.10 / 6.15
LUMO level (alpha / beta) (eV): -4.20 / -5.06
E (eV): -71662.96436
2S+1: 4
Total charge: +1
HOMO energy (alpha / beta) (eV): -10.3 / -11.2

Atoms and positions in Å:
C 0.28445 0.84644 2.25950
C 0.45681 1.85692 1.25595
C -0.64451 1.81554 0.39960
H 1.21924 2.63942 1.23506
C -1.46765 0.72765 0.78107
C -0.94508 0.17904 1.98549
H -2.43203 0.46809 0.35543
C 2.57833 -1.22003 1.19626
C 2.72682 0.20950 1.26865
C 2.56089 0.73615 -0.03534
H 3.04350 0.73633 2.16821
C 2.08715 -0.31949 -0.89635
C 2.24946 -1.55969 -0.16965
H -0.89027 2.55401 -0.37852
H -1.46293 -0.54759 2.59828
H 0.87072 0.70370 3.16492
H 2.15605 -2.57513 -0.55260
H 2.78774 1.76745 -0.37314
H 2.79872 -1.90306 1.99564
Mn 0.53127 -0.27531 0.47647
C 1.38621 -0.21077 -2.21710
C 1.82455 -1.38858 -3.06385
C 1.55638 1.15750 -2.88710
H 2.91193 -1.46069 -2.99822
H 1.60278 -1.23529 -4.11084
H 1.40531 -2.33096 -2.72798
H 2.61544 1.41242 -2.96245
H 1.04322 1.95479 -2.32812
H 1.11264 1.09635 -3.89123
C -0.14578 -0.17505 -1.80365
C -1.10904 -0.86051 -2.74139
H -0.49900 0.84005 -1.66980
H -0.35025 -0.83701 -0.87833
O -0.69620 -1.97400 -3.14617
N -2.30893 -0.23360 -3.09027
C -3.33138 0.33739 -2.15310
H -2.77736 -0.71581 -3.83665
C -3.25124 1.81650 -1.91025
C -3.98008 2.40447 -0.86529
H -4.68918 1.80705 -0.28989
C -3.78343 3.74813 -0.55278
H -4.29928 4.20298 0.29619
C -2.91314 4.53484 -1.32234
H -2.73219 5.58484 -1.07233
C -2.26390 3.96155 -2.42415
H -1.59384 4.55012 -3.05668
C -2.45804 2.60934 -2.73723
H -2.01872 2.14320 -3.61949
H -3.33614 -0.22319 -1.21065
H -4.30221 0.11472 -2.61870
Te -0.44651 -2.92274 1.37497
C 0.70319 -3.13389 3.10531
C 1.57351 -4.25093 3.14039
C 2.50572 -4.38140 4.17933
C 2.54904 -3.43094 5.20797
C 1.64743 -2.36165 5.21937
C 0.70369 -2.21844 4.18497
H 1.51288 -4.97613 2.32580
H 3.19349 -5.22732 4.17971
H 3.28486 -3.53354 6.01359
H 1.66846 -1.62849 6.03003
H -0.02360 -1.40525 4.19347